P) 9
Properties=species:S:1:pos:R:3 method="wB97M-V/def2-TZVPD" gap_ev=7.2
C 0.0938 0.0675 0.4860
O -4.2304 -0.7563 0.2611
O -2.3408 -0.5435 -1.2737
S -1.3083 0.3177 1.5873
S 0.7820 -0.1523 2.1677
S -3.2162 0.0823 -0.3108
S 1.2509 -1.9744 2.5064
H 0.0532 -0.8244 -0.1292
H 0.4313 0.9549 -0.0349


Q) 9
Properties=species:S:1:pos:R:3 method="wB97M-V/def2-TZVPD" gap_ev=8.2
C 0.2108 -0.4821 -0.3929
O -2.3311 1.1981 1.1302
O -4.2097 0.8141 -0.3647
S -0.4790 -2.1205 -0.6955
S -1.0591 -0.2767 -1.5977
S -1.5136 -2.7662 0.7788
S -3.0756 0.2716 0.3531
H 0.0733 -0.2459 0.6114
H 1.2379 -0.6858 -0.7717


Least stable = Q)


P) 17
Properties=species:S:1:pos:R:3 method="wB97M-V/def2-TZVPD" smiles="O=CCCCO.O" gap_ev=10.3
C 0.5389 -0.4458 1.6917
O -0.4788 -0.8941 2.5638
C 0.6823 -1.4144 0.4868
C 1.3151 -0.8209 -0.7892
C 2.4340 0.1601 -0.4961
O 3.4107 0.1899 -1.1770
H 0.2525 0.5140 1.2464
H 1.5120 -0.3785 2.1953
H -0.6115 -0.1821 3.1807
H 1.1145 -2.3540 0.8162
H -0.4006 -1.5450 0.3376
H 0.5958 -0.3393 -1.4570
H 1.6516 -1.6449 -1.4199
H 2.1917 0.8549 0.3125
H -5.2720 3.2266 -2.1299
H -4.1464 2.2444 -2.4949
O -4.7898 2.8290 -2.8670


Q) 17
Properties=species:S:1:pos:R:3 method="wB97M-V/def2-TZVPD" smiles=COC[C@@H](O)CO gap_ev=11.1
C -0.2475 1.8227 -1.9716
O -0.7005 1.0302 -0.9003
C 0.2840 0.5879 0.0250
C -0.4428 -0.4530 0.8785
O -1.0789 -1.3492 -0.0167
C 0.4499 -1.3196 1.7609
O 1.3396 -2.0908 0.9881
H -1.1329 2.1834 -2.5048
H 0.3716 1.2452 -2.6728
H 0.3199 2.6935 -1.6171
H 1.1335 0.0956 -0.4725
H 0.6613 1.4380 0.6137
H -1.1899 0.0539 1.5101
H -1.3948 -0.7736 -0.7348
H -0.2069 -1.9637 2.3675
H 1.0483 -0.7131 2.4487
H 0.7861 -2.4873 0.2982


R) 17
Properties=species:S:1:pos:R:3 method="wB97M-V/def2-TZVPD" smiles="C=C/C=C/O.O.O" gap_ev=9.4
C 2.3836 0.4912 0.9261
C 1.3327 0.8971 1.5861
C -0.1090 0.7860 1.2679
C -0.7182 -0.3993 0.9902
O -1.9911 -0.3118 0.5697
H 3.3582 0.7851 1.2362
H 2.5793 -0.1667 0.1646
H 1.5366 1.5773 2.4039
H -0.6655 1.7843 1.1433
H -0.4088 -1.3333 1.2795
H -2.3268 -1.0043 -0.0594
H -0.8691 -1.7549 -2.2011
H -2.0897 -1.1184 -2.7456
O -1.8432 -1.8278 -2.0632
H 0.5986 0.6127 -1.1672
H -0.8053 0.5728 -1.4720
O 0.0378 0.4100 -1.8589


S) 17
Properties=species:S:1:pos:R:3 method="wB97M-V/def2-TZVPD" smiles=CC(O)(CO)CO gap_ev=10.2
C 0.1517 -0.0691 -0.0631
C 0.1463 1.0433 0.9093
C -1.3427 0.3577 -0.8199
C 0.0733 -1.4753 0.4961
O 1.1681 0.0718 -1.0208
O 1.5047 0.8157 1.7069
O -1.3973 -0.3864 -2.0240
H 1.9099 -0.4943 -0.7479
H -0.5933 -0.1579 -2.5232
H 2.1876 1.3452 1.2629
H 0.2346 2.0379 0.4735
H -0.6111 0.9633 1.6862
H -1.4536 1.4179 -1.0658
H -2.1688 0.0369 -0.1824
H 1.0266 -1.7580 0.9521
H -0.6983 -1.5561 1.2646
H -0.1376 -2.1927 -0.3046


Least stable = R)


P) 17
Properties=species:S:1:pos:R:3 method="wB97M-V/def2-TZVPD" smiles="O=CCCCO.O" gap_ev=10.6
C 0.5776 -0.5095 -0.0740
O 0.5865 -1.8658 0.2959
C -0.8231 0.0749 -0.3782
C -1.2741 1.1666 0.6228
C -2.6874 1.5990 0.4420
O -3.2800 1.5352 -0.5996
H 1.1604 -0.3515 -0.9783
H 1.0390 0.1045 0.7097
H 0.3467 -1.9339 1.2265
H -1.5448 -0.7349 -0.4540
H -0.7928 0.6860 -1.2872
H -0.9793 0.8211 1.6249
H -0.5832 2.0129 0.4937
H -3.1693 2.0804 1.3187
H 4.7535 -1.9498 -0.8905
H 5.0877 -1.5150 0.5323
O 5.2067 -1.2594 -0.3760


Q) 17
Properties=species:S:1:pos:R:3 method="wB97M-V/def2-TZVPD" smiles="O=CCCCO.O" gap_ev=10.1
O -0.7113 -1.6532 2.1521
C -0.1462 -0.5825 1.9720
C -0.2215 0.0871 0.7585
C -1.5865 -0.0717 -0.0792
C -1.1512 0.2829 -1.5381
O -0.6713 1.5840 -1.4702
H 0.3323 0.0178 2.8206
H -0.0989 1.1298 0.9566
H 0.6204 -0.3556 0.2253
H -2.0114 -1.0292 -0.0189
H -2.3525 0.5581 0.2511
H -2.1172 0.4393 -2.0955
H -0.2858 -0.4523 -1.9267
H 0.1865 1.6848 -1.0082
H 3.6979 -1.2093 -0.1478
H 3.3348 0.0226 -0.8182
O 3.1819 -0.4527 -0.0333


Least stable = Q)


P) 17
Properties=species:S:1:pos:R:3 method="wB97M-V/def2-TZVPD" smiles=COC[C@@H](O)CO gap_ev=10.7
C 2.7176 0.3066 -0.3593
O 1.4897 0.2430 0.3239
C 0.4164 -0.1256 -0.5105
C -0.7964 -0.3178 0.3802
O -1.0641 0.8716 1.1012
C -2.0611 -0.6804 -0.4444
O -3.0421 0.3224 -0.4093
H 3.4860 0.5518 0.3763
H 2.7079 1.0747 -1.1465
H 2.9608 -0.6611 -0.8229
H 0.2167 0.6586 -1.2608
H 0.6387 -1.0643 -1.0443
H -0.5654 -1.1264 1.0898
H -0.2052 1.2402 1.3518
H -2.4707 -1.6323 -0.0769
H -1.7764 -0.8443 -1.4950
H -2.7776 0.9350 0.2938


Q) 17
Properties=species:S:1:pos:R:3 method="wB97M-V/def2-TZVPD" gap_ev=6.5
C 1.7867 0.6428 1.6705
C -2.2325 -0.6780 -1.2904
C 0.7225 -0.3892 1.5923
C -1.0494 0.2342 -1.2499
O 0.9600 -1.1607 0.3532
O 0.0877 -0.1566 -1.5509
O -1.2280 1.5263 -1.0652
H 1.7136 1.3231 0.7828
H 1.7049 1.2422 2.5606
H 2.7782 0.3455 1.8189
H -2.5980 -1.1286 -0.3845
H -1.8380 -1.5904 -1.9228
H -3.1031 -0.2404 -1.7646
H -0.2552 0.0246 1.3696
H 1.9048 -1.4453 0.3903
H 0.9630 -0.5267 -0.5049
H -0.3171 1.9773 -0.8052


Least stable = Q)


P) 58
Properties=species:S:1:pos:R:3 method="wB97M-V/def2-TZVPD" gap_ev=7.7 charge=+2
W 0.0400 -1.0440 1.3114
O -3.6184 -0.3687 3.3916
C -2.4233 -0.5953 2.9571
O -2.1370 -0.6804 1.7513
C -1.3696 -0.7640 3.9864
C -1.4885 -0.6789 5.3529
C -0.3212 -0.8180 6.1118
C 0.9051 -1.0121 5.4923
C 0.9353 -1.0694 4.1067
N -0.1861 -0.9750 3.4074
C 2.1782 -1.2342 3.2500
O 3.2647 -1.3236 3.7187
O 1.9158 -1.2506 1.9222
H -4.2547 -0.2500 2.6636
H -2.4493 -0.5014 5.8150
H -0.3768 -0.7596 7.1906
H 1.8283 -1.1039 6.0484
N 1.5267 2.8976 0.4982
N 0.6785 3.0102 1.6057
C -0.0088 1.9667 2.0955
O -0.6922 1.9622 3.0889
O 0.1350 0.8222 1.3581
H 2.4905 3.0137 0.7920
H 1.2983 3.6339 -0.1594
H 0.6710 3.8460 2.1750
C -0.7007 -4.1825 1.3185
O -0.3754 -2.7931 1.3137
H -1.2195 -4.4159 0.3912
H -1.3445 -4.3912 2.1703
H 0.2257 -4.7470 1.3932
C -1.9433 2.2855 -5.4266
C -1.7544 2.2713 -3.9157
C -1.3128 0.9015 -3.4056
C -1.1108 0.9052 -1.8898
Ge -0.6458 -0.8082 -1.1270
C 1.3821 -1.1981 -0.6824
C 1.5479 -1.0806 -2.2689
C 2.3052 0.1830 -2.6630
C 2.6001 0.2225 -4.1569
H -2.2549 3.2697 -5.7720
H -2.7060 1.5685 -5.7341
H -1.0158 2.0306 -5.9421
H -2.6864 2.5557 -3.4191
H -1.0069 3.0166 -3.6263
H -0.3834 0.6205 -3.9088
H -2.0586 0.1513 -3.6842
H -2.0395 1.1859 -1.3796
H -0.3484 1.6173 -1.5647
H -1.2374 -2.0732 -1.7499
H 1.6999 -2.1970 -0.3936
H 2.0792 -0.4750 -0.2665
H 0.6431 -1.1493 -2.8991
H 2.1021 -1.9731 -2.5599
H 3.2404 0.2089 -2.0984
H 1.7358 1.0657 -2.3569
H 3.2003 -0.6361 -4.4598
H 3.1562 1.1218 -4.4158
H 1.6848 0.2155 -4.7514


Q) 58
Properties=species:S:1:pos:R:3 method="wB97M-V/def2-TZVPD" gap_ev=7.6 charge=+2
W 0.2794 0.3889 -0.7948
O 0.7458 -3.4982 0.8428
C 0.8265 -2.2465 0.5370
O 0.5274 -1.7739 -0.5721
C 1.3406 -1.3180 1.5533
C 1.8115 -1.6108 2.8173
C 2.2795 -0.5539 3.5962
C 2.2571 0.7388 3.0895
C 1.7536 0.9365 1.8148
N 1.3189 -0.0719 1.0716
C 1.6099 2.2503 1.1084
O 1.9507 3.3044 1.5179
O 0.9767 2.0583 -0.0902
H 0.3739 -4.0369 0.1212
H 1.8133 -2.6304 3.1774
H 2.6554 -0.7415 4.5929
H 2.6051 1.5899 3.6600
N -1.3480 1.9398 -1.2396
N -2.5246 1.2435 -0.8902
C -2.4538 0.2334 0.0518
O -3.3918 -0.3418 0.4881
O -1.1600 -0.0808 0.4096
H -1.2392 2.7998 -0.7008
H -1.3917 2.1773 -2.2287
H -3.4178 1.6935 -1.0355
C -0.8384 -1.3242 -3.1493
O -0.3124 -0.2025 -2.4176
H -1.6019 -1.8121 -2.5461
H -0.0253 -2.0141 -3.3659
H -1.2661 -0.9451 -4.0729
C 2.8670 2.5049 -6.3915
C 2.4892 2.6670 -4.9252
C 2.6388 1.3611 -4.1482
C 2.2490 1.5373 -2.6681
Ge 2.7315 -0.1107 -1.7105
C 4.2430 -0.1598 -0.4966
C 5.5675 -0.1903 -1.2801
C 5.9184 1.1522 -1.9123
C 7.2175 1.0950 -2.7047
H 2.7631 3.4470 -6.9269
H 2.2306 1.7686 -6.8848
H 3.9025 2.1776 -6.4955
H 1.4551 3.0171 -4.8396
H 3.1149 3.4332 -4.4594
H 3.6712 1.0080 -4.2309
H 2.0135 0.5856 -4.6018
H 1.1883 1.8341 -2.6498
H 2.7758 2.3534 -2.1700
H 2.6079 -1.3420 -2.6127
H 4.1348 -1.0571 0.1190
H 4.2124 0.7088 0.1658
H 5.5390 -0.9691 -2.0496
H 6.3627 -0.4849 -0.5917
H 5.9938 1.9080 -1.1249
H 5.1050 1.4814 -2.5716
H 8.0481 0.7894 -2.0675
H 7.4648 2.0673 -3.1275
H 7.1474 0.3794 -3.5256


Least stable = P)